C9H15N3O6 as an isolated structure, computed with ωB97M-V/def2-TZVPD.

Calculated values
Highest occupied orbital energy: -9.4 eV
HOMO-LUMO gap: 9.5 eV
Relative energy (zero: lowest compared OMol25 entry of this formula, charge and spin): 404.50 kJ/mol
Total energy: -26330.187 eV
LUMO energy: 0.11 eV

XYZ file:
```
33
Properties=species:S:1:pos:R:3:forces:R:3:lowdin_charge:R:1
C -1.4416 2.0997 0.7988 1.11 -1.58 -1.71 -0.362
C -1.4613 0.8964 -0.1850 2.25 -1.64 0.05 -0.423
C -1.8211 1.5837 2.1574 -1.92 -1.38 -0.02 -0.066
C -0.7698 0.8148 2.9335 2.60 0.94 -1.21 -0.460
C -0.2088 -1.3153 -0.6440 0.88 2.76 -0.67 -0.189
C -0.8096 -2.2780 0.3311 -0.48 1.22 0.50 -0.482
C 1.3500 -1.5670 -0.7486 -2.00 0.02 -1.71 -0.104
C 1.8940 -0.6672 -1.9056 -0.14 -3.31 0.30 -0.132
C 3.3199 -1.0007 -2.3651 2.13 -2.63 1.40 -0.522
H -2.3179 3.3285 -0.6517 0.63 -0.43 0.92 0.100
H -3.3976 2.5931 0.2748 1.79 0.22 0.46 0.114
H -0.4113 2.5454 0.8881 -1.03 -0.26 -0.45 0.171
H -2.8400 1.0567 2.0647 1.57 0.35 0.38 0.173
H -2.0463 2.4785 2.6751 -0.23 0.85 1.20 0.116
H -0.2653 0.3513 4.7613 -1.72 0.48 -1.51 0.181
H 0.3508 0.2523 0.7104 -1.55 0.18 -1.73 0.119
H -0.6857 -1.4154 -1.6608 0.33 0.09 1.20 0.171
H 1.7023 -1.3670 0.2521 0.83 -0.08 0.04 0.122
H 1.4213 -2.6074 -1.0610 0.57 -0.11 0.46 0.121
H 1.3415 -0.9564 -2.8657 0.14 0.62 1.45 0.137
H 1.7402 0.3512 -1.6554 0.10 1.02 -0.20 0.097
H 2.6564 -0.0159 -4.2283 3.26 0.22 4.09 0.213
H 4.2913 -0.5927 -4.2358 -1.67 2.00 3.97 0.187
H -1.3956 -2.4867 2.1070 0.08 2.26 -1.41 0.185
N -2.4185 2.9974 0.3228 -2.81 1.89 -0.59 0.025
N -0.2680 0.1392 -0.1645 -0.47 -0.98 0.61 0.083
N 3.6155 -0.0577 -3.3539 -0.27 -2.46 -8.27 0.013
O -2.4066 0.6259 -0.9031 0.42 0.20 0.45 0.067
O 0.3691 0.6151 2.4555 -2.50 0.14 2.07 0.036
O -1.0912 0.6331 4.2242 1.72 -0.73 0.56 0.102
O -0.8787 -3.4500 0.1379 -0.06 -0.65 0.23 0.138
O 4.1258 -1.9249 -1.9614 -3.68 4.13 -1.64 0.005
O -1.2432 -1.6600 1.4954 0.11 -3.35 0.80 0.061
```
Forces are in eV/Å.

=====

C9H15N3S as an isolated structure, computed with ωB97M-V/def2-TZVPD.

Calculated values
Highest occupied orbital energy (spin up / spin down): -4.3 / -9.4 eV
Expectation value of S²: 2.01
HOMO-LUMO gap (spin up / spin down): 4.9 / 7.2 eV
Relative energy (zero: lowest compared OMol25 entry of this formula, charge and spin): 49.98 kJ/mol
Multiplicity: 3
Total energy: -24875.846 eV
LUMO energy (spin up / spin down): 0.62 / -2.20 eV

XYZ file:
```
28
Properties=species:S:1:pos:R:3:forces:R:3:lowdin_charge:R:1
C 0.1674 3.2439 -3.4189 -6.11 -3.69 5.89 -0.368
C 0.7757 1.7155 -1.9785 2.31 -0.33 -1.51 -0.656
C 1.6974 -0.0731 -0.4001 -1.92 -1.71 -2.35 -0.086
C 0.6076 -0.5532 0.5649 0.79 0.34 1.79 -0.476
C -0.4495 0.2732 -0.1849 2.78 0.93 -1.64 -0.398
C 0.9363 0.0993 1.9617 3.09 -3.39 -2.46 -0.010
C 0.3788 -2.0582 0.7210 0.11 0.09 -1.01 -0.036
C -1.0272 -0.5300 -1.3165 0.18 0.77 -1.13 -0.025
C -1.3231 1.2957 0.4923 1.30 1.05 -2.14 -0.012
N -0.2337 2.3945 -2.3896 -1.37 3.25 -2.92 0.073
N 1.3841 3.2564 -3.7704 7.49 0.01 -2.09 -0.334
N 0.8392 0.9908 -0.9064 -1.94 -1.59 3.86 0.006
S 2.2871 2.2237 -2.9060 0.21 0.12 -0.02 0.964
H -0.5576 3.7702 -3.8740 -2.27 1.85 -1.61 0.055
H 2.5417 0.2842 0.0960 1.85 0.26 0.24 0.098
H 1.8084 -0.8555 -1.2275 0.75 0.93 1.04 0.153
H 0.9044 1.1108 1.7969 -0.48 2.52 0.50 0.037
H 2.0721 -0.1504 2.0681 -2.02 0.26 0.58 0.122
H 0.3402 -0.3879 2.6810 -0.62 0.17 1.31 0.069
H 1.0969 -2.5181 1.4172 0.07 0.13 -0.58 0.090
H 0.3467 -2.5710 -0.2985 0.19 0.34 1.68 0.095
H -0.5761 -2.1655 1.2131 -0.55 -0.32 0.00 0.081
H -1.9587 -0.9155 -0.9596 -0.68 -0.79 -0.07 0.083
H -0.2829 -1.3430 -1.5703 -1.32 1.01 -0.23 0.090
H -1.2475 0.1814 -2.1867 0.32 -1.25 1.08 0.109
H -1.9932 0.7858 1.1483 -0.72 0.20 0.55 0.084
H -1.7528 1.7667 -0.4224 -0.67 -0.10 1.05 0.088
H -0.6900 2.1228 0.9137 -0.80 -1.06 0.17 0.104
```
Forces are in eV/Å.

=====

A 2-piece molecular cluster, C9H15N4 overall, computed with ωB97M-V/def2-TZVPD.

Calculated values
Highest occupied orbital energy (spin up / spin down): -9.7 / -9.7 eV
HOMO-LUMO gap (spin up / spin down): 7.0 / 7.0 eV
Relative energy (zero: lowest compared OMol25 entry of this formula, charge and spin): 339.31 kJ/mol
Total energy: -15526.282 eV
Charge: +1
LUMO energy (spin up / spin down): -2.66 / -2.66 eV

XYZ file:
```
28
Properties=species:S:1:pos:R:3:forces:R:3:lowdin_charge:R:1
C -0.7964 1.7134 0.3728 -1.33 2.73 -0.39 -0.048
C -1.3496 2.7675 -0.3130 2.27 -0.80 0.18 -0.009
C -2.9568 1.5870 0.5390 -2.48 -2.29 0.88 -0.378
C 2.6490 -1.6630 -1.5965 0.85 0.60 0.84 -0.153
C 1.3938 -2.3379 -1.0703 0.34 1.98 2.96 -0.123
C 0.5446 -1.1781 1.3302 1.19 0.48 -3.59 -0.031
C 3.4743 -0.9423 -0.5717 -5.80 1.32 2.59 0.000
C 0.5817 -1.2563 -0.3047 -1.79 1.24 -0.04 -0.206
C 1.3260 -0.2626 0.4538 1.85 0.80 0.09 -0.328
N -1.8228 1.0265 0.9790 -0.80 0.98 -1.24 0.194
N -2.7055 2.5718 -0.2511 0.73 2.09 -0.55 0.147
N 2.7265 -0.3242 0.4032 1.85 -1.85 -1.42 0.056
N -4.2428 1.1574 0.6255 -0.92 -3.65 2.13 0.173
H 0.1826 1.5010 0.6424 1.75 -0.47 0.04 0.066
H 3.3560 -2.2945 -2.0444 0.54 -1.28 -1.17 0.101
H 2.3486 -0.9175 -2.2912 -0.25 0.66 -1.09 0.119
H 0.7470 -2.7220 -1.7676 -0.99 -1.06 -2.08 0.083
H 1.6522 -3.1050 -0.3710 0.21 -0.67 0.34 0.112
H -0.1922 -0.8143 1.9711 -1.34 0.23 0.84 0.042
H 1.1300 -1.9711 1.6383 0.74 -1.73 1.31 0.070
H 4.4705 -0.7191 -0.5097 2.42 0.07 -0.39 0.089
H -0.8258 3.6222 -0.7542 -0.63 -0.58 0.03 0.141
H -0.3201 -0.7735 -0.8871 1.55 -1.27 1.09 0.142
H -1.6898 0.1267 1.3698 -0.25 -0.79 0.55 0.135
H -3.4249 3.0974 -0.7041 -0.16 0.28 -0.23 0.185
H 3.3268 0.0635 1.1389 -0.91 0.08 -0.11 0.162
H -4.5388 0.3253 1.2235 1.59 1.17 -1.19 0.160
H -5.0439 1.7218 0.7490 -0.23 1.73 -0.39 0.099
```
Forces are in eV/Å.

=====

An isolated ion of composition C9H15N4O2 and charge +1, computed with ωB97M-V/def2-TZVPD.

Calculated values
Highest occupied orbital energy (spin up / spin down): -12.5 / -12.5 eV
HOMO-LUMO gap (spin up / spin down): 7.7 / 7.7 eV
Relative energy (zero: lowest compared OMol25 entry of this formula, charge and spin): 936.64 kJ/mol
Total energy: -19616.343 eV
Charge: +1
LUMO energy (spin up / spin down): -4.79 / -4.79 eV

XYZ file:
```
30
Properties=species:S:1:pos:R:3:forces:R:3:lowdin_charge:R:1
C -3.1410 0.7099 0.6094 -2.73 0.66 0.67 0.040
C -4.2213 0.0955 -0.0324 4.03 -0.09 1.23 -0.025
C -2.0884 -0.1303 0.2792 -1.30 -1.38 -1.13 -0.284
C 1.1523 -2.3733 -0.7071 -1.14 0.27 3.07 -0.097
C -0.3558 2.7069 -0.6213 -1.74 -2.74 1.26 -0.131
C 2.2214 -1.3106 -0.2288 -1.40 -0.78 -4.05 -0.169
C 0.1102 -2.1174 0.5074 4.15 -1.61 1.27 -0.123
C -0.2541 1.3678 -1.3366 0.39 -0.65 2.82 0.210
C -0.0276 2.5294 0.9155 1.29 -1.21 0.30 -0.098
N -2.4874 -1.1470 -0.5103 2.16 0.80 0.99 0.112
N 1.4758 -0.2121 0.4122 2.92 0.36 1.53 -0.028
N 0.2650 -0.7034 0.8464 -2.30 -0.48 0.30 -0.103
N -0.7497 0.2171 0.4845 1.95 2.22 -1.68 -0.045
O -3.8025 -1.0080 -0.6506 -0.81 0.56 -0.12 0.018
O -0.6757 1.2988 1.3963 -0.75 -0.03 -0.06 -0.097
H -3.2227 1.5517 1.3562 0.33 -1.15 -1.32 0.152
H -5.2217 0.2455 -0.0225 -2.84 0.60 -0.08 0.107
H 0.4497 -2.1795 -1.5363 1.37 -0.28 -0.49 0.104
H 1.5706 -3.4334 -0.5192 -0.85 1.72 -1.18 0.142
H 0.3384 3.3627 -1.0608 0.73 1.25 -0.63 0.114
H -1.4201 3.0082 -0.6390 0.72 0.47 -0.39 0.126
H 2.7971 -1.9416 0.3375 1.57 -0.71 2.45 0.075
H 2.9015 -1.0718 -1.0852 -0.79 0.78 0.69 0.131
H -0.8141 -2.4505 0.1697 -1.82 -0.20 0.18 0.062
H 0.5356 -2.7049 1.4443 -1.33 1.09 -1.78 0.165
H -0.9436 0.9742 -2.0975 0.14 0.39 0.54 0.119
H 0.6798 0.8360 -1.1312 0.10 0.41 -0.97 0.067
H 1.0740 2.3525 1.2725 -1.83 0.99 -1.31 0.147
H -0.5049 3.3605 1.4950 0.49 -0.85 -0.47 0.141
H 1.9970 0.0772 1.2979 -0.73 -0.38 -1.66 0.170
```
Forces are in eV/Å.

=====

An isolated ion of composition C9H15N4O2 and charge +1, computed with ωB97M-V/def2-TZVPD.

Calculated values
Highest occupied orbital energy: -12.3 eV
HOMO-LUMO gap: 7.9 eV
Relative energy (zero: lowest compared OMol25 entry of this formula, charge and spin): 583.98 kJ/mol
Total energy: -19619.998 eV
SMILES: C=CCc1nn[nH][n+]1CCCOC(C)=O
Charge: +1
LUMO energy: -4.38 eV

XYZ file:
```
30
Properties=species:S:1:pos:R:3:forces:R:3:lowdin_charge:R:1
C 4.4810 -1.2577 0.3828 -0.09 -0.35 0.01 0.025
C 3.2031 -1.4733 -0.0468 0.43 0.32 0.24 -0.156
C 2.3540 -0.5120 -0.9211 -1.11 0.94 1.63 -0.090
C 2.3210 0.9369 -0.4134 0.29 0.86 0.15 -0.156
N 3.3389 1.8830 -0.4936 -1.90 -1.08 0.27 0.143
N 2.8786 2.9598 0.0666 0.78 0.87 0.11 0.073
N 1.6744 2.7852 0.5010 0.44 -0.69 -0.48 0.099
N 1.2793 1.5388 0.2170 0.18 -1.05 -0.01 0.000
C -0.0267 0.9684 0.5890 -1.22 -0.65 -0.69 -0.088
C -1.1754 1.2425 -0.4540 -0.69 -0.17 0.18 -0.103
C -2.1250 -0.0183 -0.4106 0.63 0.15 0.76 -0.205
O -3.5026 0.3536 -0.5074 0.64 -0.99 0.28 -0.016
C -4.3456 -0.5427 0.1619 0.07 -1.03 -0.24 -0.492
C -4.1006 -2.0722 0.2203 0.70 -0.26 0.19 0.011
O -5.3152 -0.1223 0.6825 -0.81 0.88 0.22 0.156
H 4.8339 -0.4023 0.9921 0.06 0.37 -1.82 0.075
H 5.2417 -2.0418 0.1601 -0.89 -0.09 1.66 0.083
H 2.7105 -2.4136 0.2910 0.69 0.02 -1.81 0.114
H 1.2996 -0.8807 -0.8792 0.81 0.30 -0.41 0.105
H 2.6898 -0.4874 -1.9841 -0.05 -0.20 0.89 0.144
H 1.1440 3.5026 0.9983 0.06 -0.31 -0.19 0.214
H 0.1174 -0.1368 0.6175 0.17 0.95 0.27 0.125
H -0.3860 1.3148 1.5825 0.77 -0.18 -0.54 0.153
H -1.7880 2.1069 -0.1135 0.46 -0.48 -0.33 0.127
H -0.8054 1.4563 -1.4787 -0.09 -0.21 0.67 0.126
H -1.9772 -0.4599 0.6104 -0.04 0.16 -0.81 0.120
H -1.8388 -0.7895 -1.1606 -0.16 0.56 0.32 0.141
H -4.6084 -2.4445 1.1385 0.27 0.43 -0.75 0.102
H -3.0356 -2.3789 0.2984 -0.62 0.27 -0.19 0.069
H -4.5369 -2.6152 -0.6466 0.22 0.67 0.42 0.103
```
Forces are in eV/Å.

=====

C9H15N4O2 as an isolated structure, computed with ωB97M-V/def2-TZVPD.

Calculated values
Highest occupied orbital energy: -13.7 eV
HOMO-LUMO gap: 10.3 eV
Relative energy (zero: lowest compared OMol25 entry of this formula, charge and spin): 424.35 kJ/mol
Total energy: -19621.652 eV
Charge: +1
LUMO energy: -3.41 eV

XYZ file:
```
30
Properties=species:S:1:pos:R:3:forces:R:3:lowdin_charge:R:1
C 3.0008 -1.5892 1.2266 2.15 -0.28 2.39 -0.132
C 1.1059 -1.1023 0.2991 -2.90 0.76 -1.06 -0.019
C -1.3086 -1.0508 -0.9320 -2.89 -2.15 -0.69 -0.355
C -0.3374 2.3105 1.2624 -0.49 1.74 2.18 -0.207
C -0.9701 0.0237 1.3296 1.94 -1.29 0.11 -0.128
C 0.3612 2.1254 -0.0423 -0.17 2.86 -0.73 -0.176
C -0.5018 -0.1148 -0.1150 4.31 -1.23 2.79 -0.264
C -1.6425 -0.5698 -2.3387 -0.32 0.90 2.74 0.045
C 1.5878 -2.5105 -1.7354 -1.04 -0.45 -2.68 -0.010
N 1.8634 -0.8601 1.3955 -1.67 1.00 0.08 0.132
N 2.9080 -2.3371 0.1856 0.58 -0.57 -0.44 0.136
N 1.6632 -2.0789 -0.4140 3.61 2.88 3.46 -0.079
N -0.1391 1.0622 2.0050 -1.18 -0.82 0.96 -0.077
O -1.7858 -2.0754 -0.4229 1.51 2.15 -0.83 0.117
O -0.0941 0.9930 -0.7405 -0.58 -0.33 -1.33 -0.044
H 3.9298 -1.5031 1.9886 -2.48 -0.51 -2.17 0.197
H 0.2401 3.2440 1.7971 -1.78 -2.31 -1.11 0.185
H -1.5041 2.4212 1.2694 2.10 0.72 -0.69 0.160
H -2.0077 0.1419 1.1933 -1.70 0.88 0.81 0.121
H -0.7912 -0.9753 1.8211 -0.56 1.11 -0.45 0.153
H 0.0678 3.0748 -0.7217 1.21 -2.31 1.32 0.188
H 1.4685 2.0465 0.2037 -1.19 0.13 -0.75 0.149
H -0.7843 -0.0634 -2.6459 1.49 0.35 -1.48 0.068
H -2.3517 0.2587 -2.2790 -0.22 0.05 0.42 0.116
H -2.1077 -1.2877 -2.9242 -0.26 -1.54 -1.20 0.081
H 0.5298 -2.5525 -1.9149 -0.39 -0.48 -0.82 0.087
H 2.1235 -2.0523 -2.6140 -0.43 0.93 1.52 0.137
H 2.0524 -3.4579 -1.7706 -0.10 -1.47 0.23 0.092
H 1.4630 -0.2663 2.2075 1.05 -0.71 -1.86 0.187
H -0.5252 1.1666 2.9607 0.39 -0.03 -0.73 0.140
```
Forces are in eV/Å.